Entry 1:
Here is C16H31Cl3N8O4PtS as an isolated structure at a distorted geometry from the Open Molecules 2025 dataset. Energies are from the ωB97M-V functional and the def2-TZVPD basis.

Values from the calculation:
ΔE to the lowest compared entry with this formula, charge and spin ... 85.0 kcal per mole
HOMO-LUMO gap ... 7.5 eV
HOMO energy ... -17.778 eV
Total charge ... +4
LUMO ... -10.3 eV

Element x y z (Å)
Pt1 -3.911 0.025 -1.603
C1 -4.347 -2.647 -2.907
O1 -3.354 -1.845 -2.190
C2 -2.650 -2.616 -1.157
C3 -3.377 -2.621 0.156
O2 -3.396 -1.295 0.637
C4 -4.066 -1.195 1.896
H1 -3.831 -3.523 -3.291
H2 -4.707 -2.039 -3.731
H3 -5.156 -2.936 -2.240
H4 -1.674 -2.144 -1.059
H5 -2.527 -3.622 -1.555
H6 -2.824 -3.279 0.836
H7 -4.397 -3.012 0.056
H8 -5.096 -1.548 1.810
H9 -4.071 -0.145 2.176
H10 -3.537 -1.775 2.653
N1 3.332 3.132 3.301
C5 4.484 3.453 2.834
C6 5.668 3.832 3.644
C7 5.440 4.562 4.975
C8 6.736 4.852 5.747
N2 7.555 5.918 5.176
C9 8.190 6.888 5.866
N3 9.024 7.691 5.216
N4 7.982 7.083 7.160
C10 -3.712 2.767 -0.301
O3 -3.040 3.394 0.375
O4 -4.414 2.129 -1.002
H11 3.139 3.177 4.298
H12 2.617 2.718 2.715
H13 4.605 3.360 1.758
H14 6.370 4.343 2.984
H15 6.124 2.845 3.840
H16 4.852 3.927 5.643
H17 4.880 5.485 4.817
H18 7.329 3.938 5.843
H19 6.438 5.136 6.752
H20 7.917 5.768 4.248
H21 9.227 7.575 4.237
H22 9.534 8.416 5.696
H23 7.426 6.468 7.725
H24 8.471 7.816 7.651
C11 -9.378 -2.980 0.390
C12 -8.057 -2.369 0.849
C13 -7.369 -1.567 -0.209
N5 -6.112 -1.306 -0.239
N6 -5.778 -0.510 -1.310
C14 -6.795 -0.193 -2.106
N7 -6.702 0.536 -3.220
S1 -8.269 -0.863 -1.537
H25 -9.832 -3.532 1.210
H26 -9.235 -3.674 -0.439
H27 -10.097 -2.215 0.090
H28 -7.358 -3.139 1.178
H29 -8.223 -1.709 1.704
H30 -5.830 0.946 -3.509
H31 -7.521 0.745 -3.769
Cl1 0.869 2.426 -2.918
C15 0.601 0.928 -2.040
Cl2 0.912 -0.477 -3.047
Cl3 1.662 0.860 -0.603
C16 -0.844 0.841 -1.715
N8 -1.950 0.553 -1.676

***

Entry 2:
Here is an isolated ion of composition C16H31ClFN2O3 and charge +1 at a distorted geometry from the Open Molecules 2025 dataset. Energies are from the ωB97M-V functional and the def2-TZVPD basis.

Values from the calculation:
HOMO-LUMO gap ... 10.0 eV
HOMO energy ... -13.152 eV
Total charge ... +1
LUMO ... -3.2 eV

Element x y z (Å)
C1 -3.038 3.175 -1.391
C2 -3.734 1.700 -1.541
C3 -2.829 0.438 -1.021
C4 -3.642 -0.256 0.230
C5 -1.255 0.775 -0.721
O1 -0.409 1.364 -1.787
N1 -0.899 1.106 -3.012
O2 -0.408 1.960 -3.733
C6 -1.002 1.509 0.761
C7 0.172 0.652 1.588
C8 -0.387 -0.129 2.916
C9 -0.182 0.809 4.285
F1 -1.846 -0.407 2.840
N2 0.809 -0.173 0.455
C10 1.905 -1.154 0.804
C11 3.334 -0.287 0.770
C12 4.527 -0.982 1.664
O3 5.412 -1.773 0.780
C13 -0.377 -0.607 -0.375
C14 -0.198 -1.718 -1.567
C15 1.098 -1.461 -2.556
C16 2.137 -2.727 -2.657
Cl1 3.862 -1.967 -2.807
H1 -2.151 3.335 -2.173
H2 -3.855 3.990 -1.697
H3 -2.686 3.457 -0.312
H4 -3.930 1.536 -2.705
H5 -4.754 1.717 -0.949
H6 -2.842 -0.367 -1.902
H7 -4.781 -0.467 -0.061
H8 -3.202 -1.300 0.547
H9 -3.707 0.445 1.193
H10 -1.977 1.794 1.385
H11 -0.397 2.467 0.461
H12 0.848 1.493 2.044
H13 0.140 -1.146 3.157
H14 0.803 0.503 4.883
H15 -1.073 0.593 5.049
H16 -0.132 1.940 3.988
H17 1.363 0.594 -0.034
H18 1.841 -1.616 1.877
H19 2.057 -2.029 0.043
H20 3.648 -0.053 -0.350
H21 3.082 0.747 1.310
H22 4.139 -1.564 2.605
H23 5.207 -0.097 2.089
H24 5.304 -1.479 -0.189
H25 -1.024 -1.202 0.420
H26 -1.168 -1.715 -2.262
H27 -0.104 -2.817 -1.154
H28 1.619 -0.433 -2.275
H29 0.660 -1.306 -3.655
H30 1.945 -3.444 -3.569
H31 2.078 -3.421 -1.689

***

Entry 3:
Here is C16H31IrNP2 as an isolated structure at a distorted geometry from the Open Molecules 2025 dataset. Energies are from the ωB97M-V functional and the def2-TZVPD basis.

Values from the calculation:
2S+1 ... 6
ΔE to the lowest compared entry with this formula, charge and spin ... 76.2 kcal per mole
HOMO-LUMO gap (alpha / beta) ... 6.0 / 6.0 eV
HOMO energy (alpha / beta) ... -13.075 / -15.467 eV
Total charge ... +2
LUMO (alpha / beta) ... -7.1 / -9.5 eV

Element x y z (Å)
P1 1.199 2.367 0.978
P2 -1.216 -2.391 2.439
C1 -0.967 -0.210 0.580
C2 -1.957 -1.271 1.004
H1 -0.214 -0.563 -0.295
H2 -1.462 0.717 0.243
H3 -2.934 -0.754 1.284
H4 -2.218 -2.137 0.322
C3 -0.128 -3.745 1.620
H5 -0.201 -4.667 2.226
H6 0.929 -3.420 1.718
H7 -0.249 -4.060 0.573
C4 -2.895 -2.873 2.922
H8 -3.259 -3.745 2.392
H9 -3.566 -2.027 2.734
H10 -2.879 -3.076 3.991
C5 2.628 2.854 -0.112
H11 3.281 3.617 0.338
H12 2.120 3.143 -1.046
H13 3.240 1.951 -0.311
C6 -0.044 3.643 0.810
H14 -0.939 3.462 1.403
H15 -0.347 3.656 -0.221
H16 0.330 4.641 1.016
Ir1 1.084 0.157 0.560
C7 -1.151 -1.290 -1.765
C8 0.087 -1.843 -1.402
C9 1.265 -1.723 -2.305
C10 1.582 -0.247 -2.669
C11 1.217 0.687 -1.537
C12 0.100 1.469 -1.602
C13 -0.984 1.181 -2.563
C14 -1.438 -0.308 -2.828
C15 1.835 2.525 2.714
H17 -2.123 -1.640 -1.366
H18 0.160 -2.599 -0.606
H19 1.146 -2.366 -3.186
H20 2.162 -2.120 -1.829
H21 2.669 -0.242 -2.899
H22 1.107 -0.019 -3.629
H23 2.121 0.978 -1.017
H24 0.087 2.480 -1.239
H25 -0.800 1.635 -3.535
H26 -1.933 1.638 -2.270
H27 -2.549 -0.265 -2.943
H28 -1.087 -0.659 -3.817
H29 0.945 2.610 3.319
H30 2.482 3.381 2.735
H31 2.387 1.613 2.975
N1 0.620 0.035 3.634
C16 0.759 -0.180 2.464